Formula: C36H54F18O14
Source: the Open Molecules 2025 dataset
Level of theory: the ωB97M-V functional and the def2-TZVPD basis

Geometry as XYZ:
```
122
Properties=species:S:1:pos:R:3:forces:R:3:mulliken_charge:R:1
C 2.67492 -0.34884 -0.94080 1.1 0.4 1.2 -0.41
C 3.51262 0.37648 0.09332 -2.0 0.0 -2.4 -0.45
C 3.55113 2.03639 -0.10451 -0.7 -1.4 1.6 -0.27
O 2.22022 2.40161 -0.61710 1.1 1.5 0.7 -0.03
C 2.04590 3.85253 -0.74862 1.3 1.1 0.1 -0.08
C 0.63160 4.46089 -0.21344 -0.5 0.5 -0.4 -0.90
C -0.59380 3.40407 -0.02110 -1.5 0.0 0.9 0.07
C -1.86878 3.63000 -1.05459 0.4 0.1 -0.1 -0.70
C -1.82002 2.65435 -2.38301 -1.0 0.8 -0.5 0.04
C -2.80339 1.34413 -2.30359 0.8 -1.0 -0.7 -0.54
C -2.32795 0.19833 -1.21739 -0.4 -0.7 -0.5 -0.47
C 2.26323 4.28371 -2.33800 -0.9 0.0 0.8 -0.20
O 3.29429 3.44970 -2.99150 -2.6 0.2 -0.4 -0.17
C 2.69401 2.39995 -3.83580 0.0 -1.0 -0.5 -0.20
H 1.48538 -0.40647 -0.87883 2.6 1.7 -1.0 0.15
H 3.16511 -0.93285 -1.85910 -1.0 -0.1 3.1 0.18
H 4.04984 -0.18511 0.97257 0.4 1.2 -2.7 0.42
H 3.78459 2.52951 0.94710 -0.6 -0.6 -2.2 0.33
H 4.41789 2.29626 -0.88198 -1.9 -0.7 1.6 0.15
H 2.90394 4.34926 -0.08276 -1.7 -0.9 -1.6 0.29
H 0.26972 5.25249 -1.02968 0.8 -1.6 1.7 0.25
H 0.76900 5.10855 0.78060 -0.1 -1.7 -2.2 0.36
H -0.31588 2.27156 -0.06138 -0.1 2.3 0.1 -0.12
H -1.04119 3.59374 1.06906 1.1 -0.5 -2.3 0.35
H -1.81412 4.73422 -1.43878 -0.2 -2.0 0.8 0.27
H -2.89884 3.51740 -0.46253 2.3 0.1 -1.4 0.28
H -2.22410 3.32100 -3.28432 0.9 -1.5 1.8 0.02
H -0.70251 2.37323 -2.67667 -2.3 0.4 0.8 0.01
H -2.74968 0.81909 -3.37382 -0.2 1.2 2.2 0.27
H -3.93687 1.58529 -2.12564 2.3 0.0 -0.3 0.34
H -3.17825 0.04230 -0.41243 2.1 0.4 -1.4 0.24
H -2.22366 -0.85022 -1.77439 -0.2 2.3 1.2 0.15
H -1.27338 0.42829 -0.75353 -2.3 -0.4 -0.7 -0.03
H 1.19498 4.17412 -2.85250 2.3 0.1 0.8 -0.08
H 2.55346 5.43948 -2.36801 -0.4 -2.5 0.0 0.29
H 2.38827 1.46155 -3.17805 0.7 1.9 -1.3 -0.09
H 3.49457 2.07306 -4.65442 -1.6 0.8 1.9 0.28
H 1.73198 2.75240 -4.41624 1.8 -0.4 1.2 0.04
C 0.27269 3.88851 -7.66010 -0.4 -0.1 0.0 -1.19
C 0.56880 5.22188 -6.99836 0.6 -0.5 -0.1 0.15
O -0.59413 6.06504 -7.01795 -1.6 0.3 1.3 -0.34
C -1.52338 5.83321 -6.03632 2.4 -2.1 0.5 0.33
O -1.40835 4.96475 -5.17719 -0.7 2.2 -1.7 -0.45
C -2.67809 6.82871 -6.14468 -2.2 1.6 -0.2 0.84
F -3.11892 6.98879 -7.42536 0.7 -0.4 1.0 -0.24
F -2.32647 8.07219 -5.70643 0.2 -1.2 -0.3 -0.26
F -3.76807 6.46208 -5.41323 1.4 0.0 -0.6 -0.23
H -0.12029 4.03919 -8.67078 0.2 0.0 0.1 0.36
H 1.17669 3.27619 -7.71829 -0.1 0.1 0.0 0.38
H -0.48729 3.33138 -7.10333 0.2 0.1 0.0 0.27
H 1.34938 5.74400 -7.56170 -0.4 0.2 0.1 0.32
H 0.94126 5.09268 -5.97575 -0.3 0.1 -0.1 0.03
C -3.04672 -5.48898 -1.07229 0.1 0.2 -0.3 -0.97
C -2.14176 -5.47567 0.14603 -0.9 -0.2 0.1 -0.04
O -0.76999 -5.30577 -0.24528 1.3 1.7 -0.3 -0.33
C -0.37131 -4.01889 -0.50189 -3.1 0.1 0.9 0.29
O -1.11181 -3.04408 -0.41837 2.2 -1.9 -0.3 -0.49
C 1.11491 -3.97818 -0.85629 2.4 0.1 -0.9 0.88
F 1.47400 -4.95304 -1.73992 -0.7 0.7 0.8 -0.25
F 1.90884 -4.14911 0.24025 -1.1 0.0 -0.8 -0.27
F 1.49586 -2.79774 -1.42104 -1.0 -1.2 0.6 -0.22
H -2.71680 -6.24835 -1.78862 -0.1 0.0 0.2 0.32
H -4.08053 -5.69809 -0.78413 0.1 0.0 0.0 0.24
H -3.02080 -4.52721 -1.59409 -0.1 -0.1 0.2 0.28
H -2.20819 -6.43980 0.66108 0.4 0.2 -0.2 0.27
H -2.44187 -4.70494 0.86510 0.2 0.0 -0.2 0.28
C 2.65327 -2.99204 2.81407 0.0 -0.2 0.3 -1.02
C 2.67983 -1.51280 3.15256 0.3 -0.3 -0.7 0.00
O 1.88630 -1.24729 4.32027 0.4 0.1 2.1 -0.37
C 2.49013 -1.49022 5.52742 2.2 -0.7 -2.3 0.25
O 3.63573 -1.91340 5.64609 -2.7 1.0 0.3 -0.53
C 1.55602 -1.11922 6.67891 -1.6 0.5 1.8 1.01
F 0.28260 -1.57051 6.49226 1.2 0.2 -0.2 -0.26
F 1.45897 0.23154 6.84617 0.4 -1.1 -0.5 -0.26
F 1.96293 -1.62245 7.87837 0.4 0.3 -1.7 -0.31
H 1.62203 -3.34483 2.71063 0.1 0.2 -0.1 0.26
H 3.18986 -3.18521 1.88118 -0.1 0.1 0.2 0.31
H 3.11471 -3.58730 3.60824 0.0 0.1 -0.1 0.38
H 2.23604 -0.94178 2.33022 -0.2 0.0 0.4 0.20
H 3.70411 -1.14564 3.28375 -0.2 -0.1 0.3 0.30
C 5.12772 5.25357 -4.31583 0.2 -0.1 -0.2 -0.59
C 5.92862 6.45627 -4.78007 -0.8 0.1 0.3 -0.44
O 7.26103 6.06477 -5.14767 0.9 -0.6 -1.8 -0.31
C 7.40879 5.53563 -6.40427 -3.1 0.7 0.3 0.39
O 6.48343 5.38455 -7.19575 2.5 0.1 1.4 -0.52
C 8.87660 5.21123 -6.68067 2.5 -0.8 -0.5 0.83
F 9.48231 4.57484 -5.63750 -0.9 0.6 -0.7 -0.24
F 9.61414 6.33411 -6.91970 -1.0 -0.7 0.3 -0.24
F 9.04888 4.40518 -7.76608 -0.7 0.8 1.0 -0.24
H 5.65047 4.73156 -3.50784 -0.2 0.2 0.0 0.33
H 4.14033 5.56015 -3.96003 0.2 0.0 -0.1 0.05
H 4.99418 4.53097 -5.12699 -0.1 0.2 0.1 0.26
H 6.02350 7.17200 -3.95667 0.4 -0.2 -0.2 0.36
H 5.43255 6.97903 -5.60577 0.3 -0.2 0.0 0.34
C -0.37963 -1.95249 9.69331 -0.2 -0.1 -0.1 -0.76
C -0.23712 -2.26717 11.17118 0.7 0.1 -0.5 -0.42
O -1.52783 -2.35701 11.79545 -1.4 -1.5 0.4 -0.30
C -2.18651 -3.55096 11.64893 2.8 -0.4 -1.5 0.37
O -1.73717 -4.50787 11.02604 -1.5 1.9 1.6 -0.51
C -3.51693 -3.52560 12.40090 -2.4 0.0 1.1 0.84
F -4.21722 -2.37326 12.19645 0.9 -0.8 -0.1 -0.24
F -3.34568 -3.63092 13.75054 0.3 0.1 -1.2 -0.24
F -4.35068 -4.54263 12.04308 1.2 0.9 0.1 -0.24
H -0.98050 -1.04886 9.54833 0.2 0.0 0.1 0.33
H 0.60100 -1.80445 9.23290 -0.5 -0.1 0.4 0.19
H -0.89134 -2.76272 9.16451 0.2 0.0 0.1 0.35
H 0.30017 -1.45251 11.66807 -0.4 -0.1 0.1 0.36
H 0.34199 -3.18288 11.33632 -0.3 0.0 0.0 0.32
C -8.51416 -8.56638 -0.60199 0.4 -0.1 -0.1 -1.07
C -8.67701 -8.00023 0.79672 -0.7 0.1 -0.6 -0.19
O -7.53627 -8.32243 1.60827 1.8 0.9 0.4 -0.32
C -6.43964 -7.51323 1.45510 -2.3 1.1 -2.0 0.37
O -6.39339 -6.56387 0.67913 0.5 -2.1 1.9 -0.51
C -5.32325 -7.93614 2.40953 1.9 -0.8 1.6 0.82
F -5.13066 -9.28614 2.43178 -0.5 1.2 -0.3 -0.25
F -5.58288 -7.56883 3.69780 -0.2 -0.1 -1.3 -0.25
F -4.11616 -7.38769 2.09388 -1.4 -0.2 -0.1 -0.18
H -8.31782 -9.64267 -0.56119 -0.2 0.1 0.1 0.30
H -9.41461 -8.39206 -1.19725 0.1 0.0 0.1 0.36
H -7.66454 -8.10759 -1.11735 -0.2 0.0 0.1 0.30
H -9.54819 -8.45803 1.27706 0.4 0.0 0.2 0.32
H -8.85090 -6.91830 0.77805 0.3 -0.2 0.0 0.30
```
Positions in Å, forces in eV/Å.

The SMILES is C=CCO[C@H](CCCCCC)COC.CCOC(=O)C(F)(F)F.CCOC(=O)C(F)(F)F.CCOC(=O)C(F)(F)F.CCOC(=O)C(F)(F)F.CCOC(=O)C(F)(F)F.CCOC(=O)C(F)(F)F. As for the orbital gap: 6.941 eV. The multiplicity is 1.